Record 1
C22H65NO10 as an isolated structure, computed with the ωB97M-V functional and the def2-TZVPD basis.

Properties
LUMO energy in eV: -0.126
Calculated total energy in eV: -45811.9685

Structure (ORCA input):
```
! RIJCOSX wB97M-V def2-TZVPD def2/J DEFGRID3
* xyz 0 1
H 3.905 3.405 -1.001
O 0.611 -2.168 -0.846
H 1.831 -1.400 -0.346
C 2.244 -3.029 0.786
C -1.760 -3.449 0.047
H -0.432 -0.090 2.436
H -0.648 4.166 -2.568
H 3.196 1.364 3.613
O -2.244 3.189 -1.705
O -2.353 -2.414 -2.346
C -0.236 0.222 -0.319
H 1.818 -2.584 1.685
O 0.593 2.644 2.888
C 0.768 -0.204 0.705
H -2.221 0.103 1.964
H -2.798 1.217 -2.354
C -3.997 1.734 -0.732
H -3.109 1.729 1.269
H -0.717 2.473 -2.879
H -1.569 0.763 3.374
H -1.135 0.592 0.173
H -2.189 -0.563 -1.379
H 4.454 -1.459 -1.862
H 3.320 -0.120 -2.318
H 1.641 -3.707 -1.251
H 2.799 -3.930 1.049
H -2.855 -0.534 -3.050
H 3.036 -2.358 0.455
O 2.008 -0.594 0.145
H 3.041 -1.044 -0.916
O 2.726 1.208 0.109
H -1.603 -1.537 1.131
C -0.923 3.216 -2.109
H -0.718 0.445 -2.824
H 2.232 -0.962 3.271
H -0.086 1.869 1.183
C -3.855 2.267 0.684
C 2.828 0.978 2.662
O -1.012 -3.086 -1.063
H -4.773 2.305 -1.242
H 2.497 -3.079 -2.081
C -2.716 1.819 -1.449
H -0.464 -0.478 -1.122
H -0.317 3.142 -1.206
H 0.336 3.935 -0.214
H 0.282 1.070 -0.768
H -2.596 -4.104 -0.199
C -1.480 -0.114 2.733
H -2.590 -2.744 -3.216
H -4.819 2.272 1.193
H 2.787 -0.797 1.555
C 3.415 -1.136 -1.935
C -0.798 -0.638 -2.916
H -0.312 -2.376 -1.007
H -1.399 -2.271 2.895
H 2.188 -2.889 -4.263
C 2.961 -0.518 2.594
H 0.871 0.604 1.430
N -4.518 0.408 -0.588
C 2.823 3.391 -0.865
H -2.952 -1.663 -0.091
H -4.129 0.011 0.254
C 0.673 2.573 1.524
H 0.504 -3.971 0.151
C -2.154 -1.018 -2.369
H 2.210 0.399 0.109
H -1.376 -1.440 4.438
H -2.983 -2.373 1.500
H 4.876 -0.224 2.756
C 0.324 3.917 0.876
O -3.203 -1.608 3.572
O 4.262 -0.908 3.030
H -3.359 -2.517 3.305
H 1.413 -1.675 -2.397
C -2.336 -2.180 0.644
H -1.121 -3.949 0.774
H -3.488 3.293 0.647
H 1.786 1.281 2.565
H 3.357 1.500 1.865
H 1.224 1.924 -1.159
H 1.630 2.239 1.124
H 2.619 3.810 0.120
H -0.795 -0.841 -3.987
H 2.823 1.606 -1.941
C 2.308 1.976 -1.054
H -5.498 0.356 -0.346
C 1.241 -3.318 -0.315
H 2.400 4.072 -1.603
H 0.410 -1.078 1.249
H -1.630 -2.710 -1.695
H -1.972 1.368 -0.792
H -0.732 4.082 1.087
C -1.813 -1.421 3.439
O 2.663 -2.115 -3.951
C 2.411 -2.092 -2.536
H 1.398 2.943 3.316
H 0.989 4.709 1.219
H 0.053 -1.109 -2.423
*
```

***

Record 2
C18H17N3O4 as an isolated structure, computed with the ωB97M-V functional and the def2-TZVPD basis.

Properties
LUMO energy in eV: -0.986
Calculated total energy in eV: -31583.6519

Structure (ORCA input):
```
! RIJCOSX wB97M-V def2-TZVPD def2/J DEFGRID3
* xyz 0 1
H 0.454 -5.629 1.085
C -1.302 0.130 -0.472
C 2.419 3.488 0.025
O 1.034 -2.553 -0.125
C -1.396 1.345 0.127
C -5.998 -0.241 -0.022
O -4.615 -0.710 -0.338
C 3.214 0.190 -0.268
N 2.217 2.236 0.400
H 3.162 -1.933 -1.924
H -0.388 -0.165 -0.514
H 1.322 5.338 -0.270
C 2.159 -3.169 -0.101
H -2.405 -1.703 -0.702
H -4.764 1.987 0.411
C 1.264 4.077 -0.128
H -0.861 -3.377 0.494
C 3.390 -2.126 -0.769
N 1.048 1.365 0.195
H 4.276 -2.851 -0.475
H -6.676 -1.132 -0.097
N 3.598 -1.067 0.055
C 0.157 -3.545 0.255
H 3.158 0.967 1.773
C -3.689 1.178 -0.032
C 2.250 -4.445 0.347
C 3.272 1.260 0.507
C -2.592 1.990 0.246
H 3.087 -4.878 0.385
H -6.105 0.547 -0.831
C -3.628 -0.029 -0.228
H 3.622 -1.401 1.058
O 3.061 0.519 -1.855
H -0.757 4.275 -0.589
H 4.216 1.984 0.523
C -0.156 2.319 -0.078
C -0.010 3.570 -0.165
C -2.502 -0.585 -0.530
O 3.481 3.934 0.388
H -2.605 3.166 0.480
H -6.298 0.222 1.149
C 0.887 -4.549 0.609
*
```

***

Record 3
C34H53N5O2SZn as an isolated structure, computed with the ωB97M-V functional and the def2-TZVPD basis.

Properties
LUMO energy (spin up / spin down) in eV: -1.837 / -1.820
Calculated total energy in eV: -106919.8558

Structure (ORCA input):
```
! RIJCOSX wB97M-V def2-TZVPD def2/J DEFGRID3
* xyz 0 1
C 0.995 2.071 -0.717
H -3.037 0.738 3.368
C 1.283 3.449 -1.013
C -0.304 -0.162 2.993
H -5.805 -0.757 -2.034
C -3.824 1.511 -0.325
H -7.119 0.423 -0.355
H 1.985 -0.678 5.158
H 2.306 -2.160 3.078
H -1.771 -0.111 1.764
C 2.082 1.068 -0.710
H -2.360 2.079 4.303
H -6.537 1.984 -0.937
H 0.960 5.919 -2.324
H 3.774 6.317 -3.327
H -2.142 -0.587 5.323
H -5.048 3.146 0.169
N -0.995 0.552 3.965
H -6.410 1.567 0.787
C 3.518 5.293 -3.044
H -5.307 4.809 1.529
H 6.193 1.912 -0.653
H -5.138 0.767 -2.644
C -2.710 5.350 2.185
H 5.875 1.674 -2.388
H 2.039 7.221 -1.818
H 2.701 0.305 3.873
C 2.548 3.836 -1.265
H 4.882 5.189 -0.638
C -2.997 3.780 0.258
H 1.252 6.216 -0.596
C 2.924 5.268 -1.626
H -3.024 6.122 -1.177
S -0.125 -2.865 -0.767
C -1.408 2.057 -0.348
H 4.858 0.517 1.088
H -5.267 5.403 -0.143
H 0.466 4.145 -1.102
C -2.462 1.065 -0.509
N -0.787 -0.349 1.802
H -1.561 6.128 -0.185
H -4.783 -0.246 1.542
C -1.711 3.384 0.058
C 4.279 -0.543 -2.168
C -2.648 6.231 -0.157
H -0.393 -0.800 5.458
H -2.897 6.358 2.566
H 5.127 -1.227 -2.260
C 1.509 -3.139 -0.473
N -0.180 1.529 -0.513
C 3.968 5.786 -0.624
C -6.335 1.173 -0.231
C -4.976 0.517 -0.489
C -3.293 5.193 0.772
H -2.878 7.243 0.189
H 6.687 0.419 -1.452
C -4.816 -0.635 0.519
H 4.127 -0.054 -3.135
C 1.572 -1.618 2.484
C 5.905 1.179 -1.412
Zn -0.210 -0.602 -0.179
H 4.426 4.689 -3.113
C 4.577 0.499 -1.075
C 3.434 1.513 -1.019
H 3.567 5.768 0.393
H -5.673 -1.310 0.445
C -4.028 2.819 0.027
C -2.134 1.344 3.530
H 4.240 6.816 -0.868
H 3.882 -0.855 0.495
H -1.900 1.876 2.608
H -0.895 4.052 0.297
C -1.177 -0.071 5.272
H 4.603 3.186 -1.465
N 0.913 -0.635 3.339
C -4.795 5.485 0.840
C 4.735 -0.213 0.281
H -1.630 5.179 2.193
H -3.909 -1.207 0.330
N 2.634 -3.335 -0.269
H -4.949 6.504 1.201
H 2.797 4.905 -3.768
O 1.825 -0.116 -0.430
C 3.602 2.838 -1.245
H 2.083 -1.154 1.638
H 5.626 -0.846 0.255
H -4.051 -0.547 -2.154
C 1.716 6.204 -1.587
H -3.172 4.633 2.871
H 3.400 -1.138 -1.924
O -2.163 -0.140 -0.788
C -4.986 -0.041 -1.922
H 0.843 -2.328 2.098
H -1.148 0.683 6.060
H 1.271 0.893 4.735
C 1.757 0.007 4.337
*
```

***

Record 4
C50H54Cl2N3O12Si2TeW as an isolated structure, computed with the ωB97M-V functional and the def2-TZVPD basis.

Properties
LUMO energy (spin up / spin down) in eV: 3.652 / 3.652
Calculated total energy in eV: -131691.3572

Structure (ORCA input):
```
! RIJCOSX wB97M-V def2-TZVPD def2/J DEFGRID3
* xyz -2 2
H 1.187 -0.818 8.619
C 0.797 1.888 6.625
C -2.818 2.840 -2.319
C -1.734 -5.596 -4.892
O 5.999 0.742 -2.796
H 0.068 5.372 2.854
C -4.287 -2.955 0.181
H -0.860 5.723 -3.975
C 6.143 0.747 -0.341
C 2.855 4.902 0.139
H -5.241 -3.405 3.160
H -5.314 -2.758 -0.115
O 5.278 1.080 1.925
H -4.579 3.797 -3.107
H 1.851 -1.818 6.475
C -2.256 1.196 1.093
H -0.671 1.793 3.578
H 2.787 0.827 -4.460
N 0.619 0.405 -2.476
Cl 4.052 -2.030 4.977
C 5.094 1.098 0.723
C -1.556 -1.832 -4.739
O 2.203 -0.679 -0.363
C -5.171 -4.045 2.276
C 1.201 -0.222 -3.500
C 2.999 -1.584 2.442
H -4.633 -1.364 -1.810
H -3.356 4.057 1.533
O 3.038 1.262 -2.144
H 2.509 2.268 2.909
H 2.563 3.868 3.679
O 2.704 1.775 0.337
C 1.504 -0.395 0.631
N 1.361 -0.109 3.015
C -2.722 -3.811 1.745
C -1.064 2.756 3.245
H 0.449 6.285 1.402
C -2.192 -6.647 -5.870
O 1.451 3.096 -2.100
H -3.630 -2.457 -2.778
H 1.560 0.159 -5.562
H 1.634 6.169 2.716
C -1.920 -2.802 -0.309
H 0.217 -6.548 -1.612
W 1.138 1.510 -0.981
H 0.063 3.865 -0.308
C 1.605 0.013 5.379
H 2.322 5.633 -0.476
C -1.407 4.914 -3.505
H -3.354 2.024 -1.849
C -0.737 -5.009 -2.755
H -2.060 2.882 3.681
H 1.258 4.780 -3.208
C 0.713 3.973 -2.724
C 1.721 0.669 -4.612
H 1.216 1.928 4.516
C -1.452 -3.261 -4.269
H -1.572 -1.123 -3.913
C 0.789 1.119 7.781
Si -1.241 2.761 1.355
O 0.348 0.125 0.388
C 1.208 1.340 5.421
C -1.425 2.861 -2.176
H 3.436 -1.876 0.043
Si 1.672 4.080 1.356
C 2.986 -1.405 3.808
N 1.998 -0.528 4.117
H -5.025 -5.069 2.625
H -3.292 1.418 1.368
H -0.997 -7.009 -3.461
C -0.922 -3.641 -3.028
H -0.157 -4.622 1.891
O 7.284 0.434 -0.140
H 1.224 1.638 -4.606
C -2.411 4.201 1.001
H -1.356 -7.266 -6.205
H 0.496 -3.460 0.728
C 1.586 -0.773 6.521
H -2.928 -7.314 -5.415
H -2.453 -1.695 -5.348
H -2.274 -3.939 -6.126
H -2.239 0.842 0.063
C -4.043 -3.608 1.379
C 1.189 -0.208 7.725
H -6.128 -3.996 1.755
C 3.912 1.406 -0.044
C 3.856 -2.622 1.775
H -0.683 -1.590 -5.348
H -2.927 -0.987 -2.114
C 2.707 3.326 2.739
C 4.060 1.175 -1.396
H -1.974 5.148 1.334
C 1.940 -0.729 2.009
H -1.898 0.378 1.720
C -3.634 -1.792 -1.910
H 0.487 2.925 6.653
H -0.425 3.543 3.648
H -2.634 4.299 -0.064
C -0.073 -5.503 -1.499
H 0.467 1.551 8.720
Cl -3.631 6.116 -4.485
Te -0.310 -2.163 -1.622
C -2.774 4.859 -3.599
H 3.326 4.190 -0.540
H 0.815 -4.914 -1.269
O 4.425 -3.456 2.435
O 1.243 -1.462 -3.651
C -3.501 3.824 -3.017
C -1.152 -5.956 -3.684
C -0.693 3.919 -2.797
C 5.466 0.861 -1.721
O 3.951 -2.617 0.457
H -0.090 -2.910 2.301
H -2.500 -4.294 2.694
O -0.850 1.914 -1.484
C -0.272 -3.615 1.484
C 0.365 3.118 0.439
C -1.861 -4.248 -5.170
H -2.648 -6.191 -6.749
C -3.256 -2.536 -0.656
C 0.871 5.616 2.157
H 3.764 3.383 2.468
H -0.746 -5.423 -0.643
H 3.645 5.425 0.686
C -1.663 -3.408 0.932
*
```

***

Record 5
One molecule with the formula C15H21N3O3, computed with the ωB97M-V functional and the def2-TZVPD basis.

Properties
SMILES: Cc1ccc2c(c1)NC(=O)[C@H](CC(=O)NCCN(C)C)O2
LUMO energy in eV: 0.681
Calculated total energy in eV: -26509.4244

Structure (ORCA input):
```
! RIJCOSX wB97M-V def2-TZVPD def2/J DEFGRID3
* xyz 0 1
C -2.240 -2.485 -0.440
H 4.603 -1.583 -1.530
H 4.970 -2.116 0.127
H -2.683 -3.227 0.224
H 2.376 -1.887 -1.173
H 3.797 -0.804 2.024
C -2.216 0.592 -1.071
C -0.195 3.897 0.776
C -0.665 2.418 -1.200
H 1.128 0.279 -0.567
C 4.724 -1.246 -0.502
O -2.851 -0.460 -1.678
H 0.843 -0.448 1.035
C 1.053 -0.662 -0.014
C -1.109 -1.778 0.293
H -1.877 -2.971 -1.347
C 2.363 -1.441 -0.174
C -3.976 -0.956 0.481
C -0.901 2.745 0.128
H -0.115 -1.611 -1.488
H 2.812 0.586 1.512
C -1.311 1.349 -1.798
H 5.556 -0.545 -0.464
H -3.735 0.511 1.862
N -3.461 0.207 0.938
C -2.491 0.935 0.255
O -4.849 -1.567 1.054
N -0.073 -1.425 -0.498
C 3.678 -0.021 1.259
O -1.151 -1.532 1.480
H 4.561 0.616 1.274
H 0.018 3.681 1.821
N 3.518 -0.566 -0.074
C -1.827 1.998 0.845
H 0.041 2.997 -1.776
C -3.344 -1.467 -0.817
H -4.119 -1.988 -1.390
H 0.737 4.118 0.263
H -2.039 2.241 1.875
H 2.396 -2.262 0.564
H -0.822 4.789 0.739
H -1.126 1.091 -2.828
*
```

***

Record 6
C33H33F6MnN2O11S2Sb as an isolated structure, computed with the ωB97M-V functional and the def2-TZVPD basis.

Properties
LUMO energy (spin up / spin down) in eV: 3.934 / 3.934
Calculated total energy in eV: -136098.9337

Structure (ORCA input):
```
! RIJCOSX wB97M-V def2-TZVPD def2/J DEFGRID3
* xyz -2 6
H 2.254 -4.191 1.020
O 0.111 2.605 -1.144
O -2.510 -2.758 0.128
C 1.190 -4.990 -1.995
H -0.449 5.582 0.027
H 3.689 -0.547 -1.701
O -2.281 1.533 -2.365
C 3.766 -1.490 0.230
H -0.661 -3.088 5.387
H 4.520 -1.990 3.321
C 0.914 -1.871 2.068
O -2.645 5.183 1.066
C -0.523 -3.402 3.267
H -1.220 -4.231 3.247
C 6.524 -1.714 -0.305
C 0.310 -4.634 -3.007
H 1.798 2.152 -0.038
C 0.642 -1.665 4.448
C 4.332 -1.018 -0.961
O -0.155 1.615 1.544
F -5.238 -0.221 -3.668
H 2.643 -5.613 0.047
F -6.903 2.346 -0.685
H 3.053 -0.175 2.780
H 2.510 4.756 -0.716
H 7.587 -1.808 -0.497
C -2.354 -1.558 0.317
N -2.827 0.458 1.683
F -3.121 -0.422 -4.006
Mn -1.568 1.253 -0.045
C 1.606 -4.072 -1.033
C 0.050 -2.961 2.080
H 1.205 4.515 1.264
C 0.114 2.810 1.923
O -2.471 3.068 0.351
C -0.174 -3.337 -3.067
O -6.573 2.361 -3.442
C 5.685 -1.129 -1.242
C 0.234 -2.414 -2.114
H -2.125 0.419 2.414
H 3.570 -4.119 -0.147
C -4.113 0.460 -3.852
O -4.411 0.949 -1.285
H 0.807 4.311 -3.128
C 2.571 -4.524 0.031
H 1.588 0.832 2.764
C 1.950 4.006 -1.278
H -0.882 -3.043 -3.832
F -5.364 3.806 -0.258
C -0.424 3.926 -1.393
H -0.227 -3.446 1.152
O -5.847 4.728 -3.331
H -3.554 -1.532 2.086
O 0.128 3.214 3.083
C 5.988 -2.174 0.886
C 4.158 -2.615 2.500
C -0.611 4.505 0.025
H 2.302 0.340 4.299
H 6.076 -0.758 -2.182
Sb 1.599 -1.092 0.191
H 2.648 3.478 -1.929
S -5.754 3.382 -2.850
H 1.561 -6.009 -1.940
C -3.330 -0.844 1.266
H -0.183 -1.416 -2.145
H 6.639 -2.632 1.625
F -7.289 4.443 -1.009
H -1.335 3.838 -1.976
C 0.763 4.604 -2.079
C -6.342 3.491 -1.079
C 1.210 -1.201 3.265
H -4.248 -0.691 0.697
H 4.550 -3.622 2.659
C 4.623 -2.076 1.170
H 3.074 -2.656 2.576
S -3.731 1.567 -2.390
H 0.703 5.691 -2.024
C 1.119 -2.759 -1.092
C -0.219 -2.756 4.454
N -4.207 3.006 -2.772
C 2.096 0.013 3.279
O -1.437 -0.820 -0.208
C 0.544 3.782 0.803
C -2.034 4.255 0.548
H 0.864 -1.145 5.374
H -3.539 1.134 1.923
H -0.005 -5.372 -3.735
C 1.229 3.027 -0.340
F -4.213 1.161 -4.984
*
```